Record 1
Computed, not measured: the molecule C5H11NO, with ωB97M-V with the def2-TZVPD basis set.

XYZ file:
```
18
C5H11NO | the Open Molecules 2025 dataset | ωB97M-V with the def2-TZVPD basis set
C -2.27 -0.30 -0.57
C -1.53 0.83 0.14
C -0.59 0.34 1.24
N 0.56 -0.39 0.72
C 1.64 0.29 0.24
C 2.75 -0.55 -0.36
O 1.72 1.51 0.29
H -2.91 0.09 -1.37
H -1.57 -1.01 -1.02
H -2.91 -0.85 0.13
H -0.93 1.41 -0.57
H -2.25 1.53 0.59
H -0.20 1.19 1.81
H -1.12 -0.32 1.94
H 0.51 -1.39 0.62
H 2.86 -0.27 -1.41
H 2.59 -1.63 -0.29
H 3.69 -0.29 0.14
```

Its SMILES is CCCNC(C)=O. As for the HOMO-LUMO gap: 0.38443 Ha. The calculation puts the energy above the lowest of the compared OMol25 structures with the same formula, charge and spin at 2.9 kJ/mol.

Record 2
Computed, not measured: a structure of composition C42H34N2O2P2ReS at a distorted geometry, with ωB97M-V with the def2-TZVPD basis set.

XYZ file:
```
84
C42H34N2O2P2ReS | the Open Molecules 2025 dataset | ωB97M-V with the def2-TZVPD basis set
Re -0.35 -0.26 -0.06
O -0.37 -1.93 1.87
S 0.89 -1.84 1.07
C 2.23 -1.23 1.99
C 3.24 -2.01 2.56
C 4.21 -1.37 3.32
C 4.15 0.01 3.53
C 3.09 0.76 3.01
C 2.11 0.14 2.25
P 0.59 1.01 1.78
C 1.09 2.58 1.13
C 0.64 3.74 1.64
C 1.04 5.03 1.07
C 1.77 5.10 -0.05
C 2.22 3.88 -0.80
C 1.96 2.51 -0.10
C -0.54 1.11 3.14
C -1.85 1.53 2.84
C -2.78 1.64 3.85
C -2.41 1.33 5.16
C -1.12 0.90 5.45
C -0.18 0.79 4.44
C 1.19 -3.28 0.10
C 2.24 -4.18 0.20
C 2.17 -5.35 -0.55
C 1.08 -5.62 -1.36
C 0.03 -4.72 -1.45
C 0.09 -3.53 -0.74
P -1.25 -2.33 -0.81
C -2.83 -3.04 -0.53
C -3.15 -3.49 0.76
C -4.33 -4.18 0.95
C -5.18 -4.43 -0.12
C -4.86 -3.99 -1.40
C -3.68 -3.29 -1.62
C -1.11 -1.28 -2.22
C -2.23 -0.52 -2.63
C -2.12 0.28 -3.75
C -0.90 0.35 -4.44
C 0.21 -0.38 -4.04
C 0.12 -1.20 -2.94
H 3.28 -3.08 2.45
H 5.00 -1.95 3.77
H 4.92 0.49 4.12
H 3.03 1.82 3.23
H -0.01 3.74 2.50
H 0.74 5.93 1.59
H 2.06 6.07 -0.44
H 3.25 4.00 -1.11
H 2.87 1.94 0.10
H -2.14 1.78 1.82
H -3.79 1.97 3.64
H -3.14 1.41 5.96
H -0.85 0.66 6.47
H 0.82 0.45 4.68
H 3.10 -4.01 0.82
H 2.99 -6.06 -0.49
H 1.04 -6.55 -1.92
H -0.83 -4.94 -2.08
H -2.49 -3.30 1.60
H -4.59 -4.53 1.94
H -6.10 -4.97 0.04
H -5.51 -4.21 -2.23
H -3.43 -2.96 -2.62
H -3.17 -0.59 -2.10
H -2.97 0.84 -4.11
H -0.83 0.99 -5.32
H 1.14 -0.30 -4.59
H 0.97 -1.80 -2.63
N 2.61 4.30 -3.91
C 1.90 3.27 -3.43
O 1.65 2.25 -4.04
C 1.31 3.40 -2.00
C 0.02 4.11 -2.15
C -1.16 3.49 -1.98
C -1.18 2.14 -1.49
N -0.13 1.45 -1.13
C 1.22 2.00 -1.36
H 2.96 4.25 -4.85
H 2.81 5.13 -3.37
H 0.03 5.15 -2.46
H -2.10 3.98 -2.16
H -2.15 1.68 -1.33
H 1.77 1.27 -1.94
```

As for the multiplicity: 2. The charge is +4. As for the HOMO-LUMO gap (spin up / spin down): 0.20481 / 0.20201 Ha. As for the expectation value of S²: 0.7652.

Record 3
Computed, not measured: a cluster of 9 separate species, C27H63N9O9 in total at a distorted geometry, with ωB97M-V with the def2-TZVPD basis set.

XYZ file:
```
108
C27H63N9O9 | the Open Molecules 2025 dataset | ωB97M-V with the def2-TZVPD basis set
C 33.86 29.17 27.10
N 32.39 29.37 27.07
C 31.70 29.82 25.98
C 30.28 30.30 26.18
O 32.12 29.81 24.80
H 34.47 28.30 26.48
H 34.29 28.84 28.02
H 34.24 29.99 26.70
H 31.86 29.38 27.84
H 30.03 30.20 27.32
H 29.81 29.80 25.59
H 29.92 31.44 25.98
C 29.46 22.41 27.76
N 29.07 21.16 27.22
C 29.06 20.80 25.87
C 28.24 19.55 25.21
O 29.54 21.55 25.04
H 29.58 22.43 28.92
H 28.56 23.08 27.67
H 30.25 23.18 27.22
H 28.63 20.49 27.75
H 27.95 20.01 24.35
H 27.52 19.03 26.04
H 29.00 18.88 25.15
C 23.36 24.50 34.17
N 23.21 25.11 32.85
C 23.40 26.31 32.53
C 23.07 26.56 31.07
O 23.81 27.11 33.34
H 22.92 23.26 34.05
H 22.74 24.92 35.05
H 24.35 24.69 34.71
H 22.78 24.54 32.22
H 22.55 25.85 30.63
H 24.11 26.52 30.62
H 22.59 27.41 31.08
C 30.62 24.20 31.31
N 29.45 24.73 31.98
C 28.23 24.82 31.22
C 27.09 25.29 32.05
O 28.10 24.24 30.11
H 30.65 23.12 31.12
H 31.49 24.28 32.03
H 31.17 24.80 30.62
H 29.48 24.94 32.96
H 26.26 25.04 31.71
H 27.16 26.35 31.82
H 27.13 25.22 33.06
C 31.86 25.93 24.47
N 32.50 26.26 25.78
C 33.26 25.35 26.52
C 33.86 25.92 27.78
O 33.56 24.32 26.05
H 32.46 25.82 23.57
H 31.45 26.79 24.04
H 31.27 25.14 24.43
H 32.34 27.21 25.94
H 33.90 24.88 28.42
H 33.27 26.66 28.26
H 34.74 26.42 27.52
C 22.69 25.67 27.29
N 23.82 24.76 26.99
C 24.42 24.08 28.01
C 25.63 23.38 27.68
O 24.07 24.11 29.18
H 22.99 26.63 27.78
H 21.64 25.47 27.69
H 22.50 26.18 26.31
H 24.13 24.63 25.94
H 25.45 22.44 27.12
H 26.00 23.08 28.72
H 26.28 23.93 27.02
C 29.66 26.44 27.11
N 28.51 26.50 27.96
C 27.54 27.44 27.84
C 26.40 27.38 28.83
O 27.62 28.30 26.97
H 29.30 25.98 26.19
H 30.45 25.92 27.53
H 30.09 27.36 26.62
H 28.33 25.82 28.69
H 25.45 27.56 28.27
H 26.60 27.60 29.94
H 26.04 26.29 28.90
C 25.84 26.66 24.70
N 24.99 26.13 23.55
C 25.46 26.00 22.38
C 24.53 25.63 21.20
O 26.68 26.01 22.26
H 25.08 26.40 25.48
H 25.91 27.69 24.78
H 26.80 26.34 24.81
H 24.10 26.44 23.60
H 25.33 25.02 20.68
H 24.09 26.54 20.57
H 23.72 25.11 21.38
C 33.17 28.22 31.61
N 31.71 28.26 31.55
C 30.96 28.85 30.58
C 29.47 28.82 30.76
O 31.53 29.42 29.71
H 33.68 27.64 30.79
H 33.32 27.77 32.55
H 33.65 29.22 31.50
H 31.20 27.83 32.38
H 29.05 29.22 31.70
H 29.18 27.78 30.66
H 29.25 29.47 29.96
```

Its SMILES is CNC(C)=O.CNC(C)=O.CNC(C)=O.CNC(C)=O.CNC(C)=O.CNC(C)=O.CNC(C)=O.CNC(C)=O.CNC(C)=O. As for the HOMO-LUMO gap: 0.32637 Ha. The calculation puts the energy above the lowest of the compared OMol25 structures with the same formula, charge and spin at 1408.6 kJ/mol.

Record 4
Computed, not measured: the molecule C3H6N4O at a distorted geometry, with ωB97M-V with the def2-TZVPD basis set.

XYZ file:
```
14
C3H6N4O | the Open Molecules 2025 dataset | ωB97M-V with the def2-TZVPD basis set
C 2.03 -0.62 -0.44
N 1.31 0.54 0.47
N -0.24 0.46 0.26
C -0.98 1.46 -0.01
N -2.32 1.21 -0.28
C -2.36 -0.15 0.04
O -3.34 -0.95 0.09
N -0.97 -0.71 0.31
H 1.33 -1.52 -0.45
H 2.86 -0.85 0.16
H 2.16 -0.04 -1.35
H 1.69 0.43 1.60
H -0.71 2.44 -0.28
H -0.45 -1.69 -0.13
```

Its SMILES is CNn1cnc(=O)[nH]1. As for the HOMO-LUMO gap: 0.33035 Ha. The calculation puts the energy above the lowest of the compared OMol25 structures with the same formula, charge and spin at 522.6 kJ/mol.

Record 5
Computed, not measured: a structure of composition C19H21N3O6RuS5, with ωB97M-V with the def2-TZVPD basis set.

XYZ file:
```
55
C19H21N3O6RuS5 | the Open Molecules 2025 dataset | ωB97M-V with the def2-TZVPD basis set
Ru -0.62 0.49 -0.35
C -2.58 -0.93 -2.40
C -3.64 -0.08 -1.70
S -2.98 1.07 -0.44
C -3.67 0.38 1.11
C -2.60 0.35 2.19
S -1.11 -0.55 1.71
C -1.78 -2.21 1.35
C -2.15 -2.49 -0.11
S -1.22 -1.54 -1.37
H -3.05 -1.78 -2.89
H -2.07 -0.34 -3.16
H -4.16 0.53 -2.43
H -4.40 -0.70 -1.21
H -4.50 1.01 1.42
H -4.05 -0.62 0.91
H -2.26 1.36 2.44
H -2.99 -0.10 3.10
H -1.00 -2.89 1.69
H -2.64 -2.34 1.99
H -1.96 -3.54 -0.33
H -3.20 -2.30 -0.29
C 0.45 2.72 2.63
C 0.26 3.18 1.24
N -0.13 2.45 0.21
C -0.14 3.26 -0.90
C 0.23 4.52 -0.53
N 0.48 4.44 0.81
C 0.41 5.83 -1.23
O 0.16 5.86 -2.52
O 0.77 6.77 -0.58
C -0.46 2.66 -2.21
O -0.53 3.34 -3.23
O -0.65 1.37 -2.17
H 0.60 1.64 2.64
H -0.42 2.96 3.25
H 1.32 3.19 3.09
H 0.79 5.24 1.35
H -0.12 4.97 -2.88
O 0.91 -4.74 -0.70
S 1.44 -3.97 0.38
O 1.18 -4.37 1.73
N 0.89 -2.39 0.22
C 1.87 -1.59 -0.02
S 1.63 0.12 -0.20
C 3.22 -2.20 -0.09
C 4.44 -1.60 -0.33
C 5.57 -2.41 -0.35
C 5.48 -3.78 -0.14
C 4.25 -4.38 0.10
C 3.14 -3.56 0.12
H 4.52 -0.53 -0.50
H 6.54 -1.97 -0.54
H 6.37 -4.38 -0.16
H 4.16 -5.45 0.26
```

As for the multiplicity: 2. The charge is +1. As for the HOMO-LUMO gap (spin up / spin down): 0.32612 / 0.25949 Ha. As for the expectation value of S²: 0.7568. The calculation puts the energy above the lowest of the compared OMol25 structures with the same formula, charge and spin at 0.0 kJ/mol.

Record 6
Computed, not measured: a structure of composition C31H22I2MoN8O3S, with ωB97M-V with the def2-TZVPD basis set.

XYZ file:
```
68
C31H22I2MoN8O3S | the Open Molecules 2025 dataset | ωB97M-V with the def2-TZVPD basis set
Mo -1.49 0.51 -0.46
C 3.49 -1.80 5.29
C 2.39 -1.11 4.54
C 1.79 -1.72 3.43
C 0.76 -1.10 2.75
C 0.33 0.15 3.17
C 0.91 0.78 4.28
C 1.93 0.14 4.94
S -0.95 0.96 2.33
O -1.52 1.97 3.15
O -1.83 -0.06 1.70
N -0.44 1.53 0.91
C 0.24 2.73 0.64
C 1.14 3.39 1.42
C 1.69 4.61 0.96
C 1.34 5.13 -0.25
C 0.40 4.46 -1.08
C -0.06 4.92 -2.33
C -0.98 4.18 -3.02
C -1.45 2.98 -2.48
N -1.04 2.51 -1.31
C -0.13 3.25 -0.61
H 3.80 -2.72 4.80
H 3.16 -2.04 6.30
H 4.36 -1.15 5.38
H 2.12 -2.71 3.12
H 0.27 -1.59 1.92
H 0.53 1.74 4.61
H 2.38 0.61 5.81
H 1.44 3.00 2.39
H 2.40 5.13 1.59
H 1.76 6.07 -0.59
H 0.32 5.85 -2.73
H -1.36 4.51 -3.98
H -2.17 2.37 -3.02
I -2.80 0.02 -5.39
C -0.92 -0.15 -4.54
C 0.23 -0.36 -5.34
C 1.48 -0.46 -4.80
I 3.11 -0.77 -6.06
C 1.67 -0.35 -3.39
C 2.89 -0.42 -2.69
C 2.90 -0.29 -1.32
C 1.69 -0.09 -0.63
N 0.53 -0.01 -1.25
C 0.52 -0.14 -2.61
C -0.77 -0.05 -3.19
O -1.76 0.12 -2.29
H 0.10 -0.45 -6.41
H 3.81 -0.58 -3.23
H 3.82 -0.34 -0.76
H 1.69 0.03 0.44
N -5.73 0.98 0.06
C -4.58 1.62 -0.15
N -3.62 0.71 -0.24
C -4.28 -0.49 -0.07
N -5.56 -0.35 0.11
C -3.53 -1.74 -0.14
C -4.11 -2.99 -0.03
N -3.39 -4.10 -0.12
C -2.09 -3.97 -0.33
C -1.49 -2.72 -0.44
N -2.21 -1.61 -0.35
H -6.65 1.38 0.18
H -4.47 2.69 -0.21
H -5.18 -3.09 0.14
H -1.50 -4.87 -0.41
H -0.42 -2.61 -0.62
```

The charge is +2. As for the HOMO-LUMO gap (spin up / spin down): 0.23661 / 0.23664 Ha. The calculation puts the energy above the lowest of the compared OMol25 structures with the same formula, charge and spin at 0.0 kJ/mol.

Record 7
Computed, not measured: the molecule C3H4O2S2 at a distorted geometry, with ωB97M-V with the def2-TZVPD basis set.

XYZ file:
```
11
C3H4O2S2 | the Open Molecules 2025 dataset | ωB97M-V with the def2-TZVPD basis set
C -1.97 1.34 -0.17
C -0.71 0.26 -0.17
C 2.01 -0.44 0.32
O -3.10 0.91 -0.16
O -0.42 -2.37 -0.35
S -1.38 -1.29 -0.09
S 0.91 0.89 -0.32
H -1.68 2.36 -0.05
H 1.23 -1.03 0.71
H 2.63 0.16 1.01
H 2.49 -0.79 -0.73
```

As for the HOMO-LUMO gap (spin up / spin down): 0.27906 / 0.27909 Ha. The calculation puts the energy above the lowest of the compared OMol25 structures with the same formula, charge and spin at 255.1 kJ/mol.

Record 8
Computed, not measured: a structure of composition C35H35Cl3CoN4O8S at a distorted geometry, with ωB97M-V with the def2-TZVPD basis set.

XYZ file:
```
87
C35H35Cl3CoN4O8S | the Open Molecules 2025 dataset | ωB97M-V with the def2-TZVPD basis set
Co 1.44 0.29 -1.08
C 7.70 2.73 0.53
O 7.30 1.75 1.55
C 6.17 1.12 1.37
C 5.94 0.09 2.29
C 4.68 -0.38 2.42
C 3.58 0.05 1.57
C 2.24 -0.43 1.76
C 1.94 -1.30 2.97
O 1.26 -0.16 1.09
C 3.95 0.91 0.47
O 3.10 1.18 -0.47
C 5.24 1.49 0.43
H 8.01 2.25 -0.35
H 8.57 3.22 1.03
H 6.95 3.44 0.44
H 6.70 -0.27 2.97
H 4.43 -0.97 3.29
H 2.19 -0.85 3.93
H 2.51 -2.23 2.96
H 0.88 -1.66 3.00
H 5.49 2.08 -0.42
O 4.03 4.18 -4.93
C 3.67 3.09 -5.55
O 4.05 2.80 -6.70
C 2.81 2.14 -4.74
C 2.68 0.81 -4.92
N 1.95 0.25 -3.96
N 1.61 1.21 -3.07
C 2.12 2.33 -3.54
C 1.78 3.62 -2.77
O 2.44 4.63 -3.11
O 0.88 3.57 -1.91
H 3.23 4.46 -4.01
H 3.00 0.33 -5.79
H 1.96 -0.69 -3.63
Cl -1.37 -3.09 4.58
C -2.34 -1.87 3.74
C -2.58 -2.16 2.41
C -3.19 -1.14 1.70
C -3.65 0.05 2.22
C -4.42 0.99 1.32
C -3.51 2.22 1.03
N -2.42 1.87 0.18
C -2.54 1.79 -1.20
C -1.38 1.33 -1.67
N -0.47 1.16 -0.66
C -1.17 1.45 0.47
O -5.69 1.38 1.74
C -6.57 0.45 2.35
C -6.90 -0.65 1.41
C -7.23 -1.96 1.75
Cl -6.91 -2.54 3.34
S -7.34 -3.01 0.41
C -7.24 -1.69 -0.67
C -7.15 -0.51 0.00
C -3.47 0.24 3.56
Cl -4.18 1.57 4.51
C -2.78 -0.69 4.32
H -2.13 -2.98 1.84
H -3.37 -1.36 0.66
H -4.50 0.51 0.34
H -3.10 2.71 1.90
H -4.11 2.95 0.56
H -3.44 2.18 -1.63
H -0.98 1.34 -2.70
H -0.76 1.34 1.53
H -7.40 1.04 2.62
H -6.12 -0.08 3.24
H -7.46 -1.87 -1.74
H -6.97 0.43 -0.43
H -2.64 -0.54 5.37
C 0.39 -3.31 -2.89
C 0.84 -2.85 -1.49
C -0.38 -2.40 -0.55
C 1.59 -3.95 -0.76
C 1.76 -1.66 -1.61
H -0.39 -4.11 -2.97
H 1.19 -3.68 -3.49
H -0.09 -2.44 -3.37
H -1.02 -3.19 -0.20
H -1.07 -1.76 -1.03
H -0.04 -1.90 0.34
H 0.91 -4.67 -0.36
H 2.17 -3.55 0.06
H 2.32 -4.48 -1.36
H 2.79 -1.98 -1.83
```

As for the multiplicity: 5. The charge is -1. As for the HOMO-LUMO gap (spin up / spin down): 0.22089 / 0.25556 Ha. As for the expectation value of S²: 6.0097. The calculation puts the energy above the lowest of the compared OMol25 structures with the same formula, charge and spin at 93.8 kJ/mol.

> Number 7 is which compound?

C3H4O2S2